1.
Molecular formula: C6H13N4
Method: DFT, the ωB97M-V functional and the def2-TZVPD basis

Results
LUMO energy = -0.1253 Ha
HOMO-LUMO gap = 8.9990 eV
largest force on an atom = 3.49 eV Å⁻¹
ΔE to the lowest compared entry with this formula, charge and spin = 5.413 eV
total energy = -12381.495 eV

Geometry as ORCA input:
```
! wB97M-V def2-TZVPD RIJCOSX def2/J DEFGRID3
* xyz 1 1
N 0.511 -0.338 2.778
N 0.132 -0.113 4.066
N 1.174 -2.228 0.023
N 0.850 -0.950 0.028
C 0.769 0.636 1.971
C 0.027 0.997 -2.839
C -0.662 0.753 -1.401
C 1.313 0.317 0.626
C 0.311 0.087 -0.480
C -2.022 -0.062 -1.554
H 1.213 1.176 -2.701
H 0.811 1.714 2.222
H -0.990 1.785 -1.037
H 1.571 -2.551 0.837
H -0.078 -0.985 4.565
H -1.671 -1.097 -1.820
H -0.285 0.086 -3.347
H -2.549 0.511 -2.391
H -0.212 0.761 4.467
H -0.520 1.891 -3.300
H 0.733 -3.040 -0.413
H -2.675 0.016 -0.659
H 2.248 0.635 0.358
*
```

2.
Molecular formula: C19H15Cl2NO3S
Method: DFT, the ωB97M-V functional and the def2-TZVPD basis

Results
LUMO energy = 0.0129 Ha
HOMO-LUMO gap = 8.9176 eV
largest force on an atom = 0.57 eV Å⁻¹
ΔE to the lowest compared entry with this formula, charge and spin = 0.000 eV
total energy = -63460.926 eV

Geometry as ORCA input:
```
! wB97M-V def2-TZVPD RIJCOSX def2/J DEFGRID3
* xyz 0 1
Cl -6.038 -0.303 1.096
Cl -2.889 -2.203 -1.128
S 3.086 -2.663 0.465
O 2.221 1.328 1.464
O 3.783 2.177 0.100
O -0.790 2.730 -1.735
N 0.300 1.424 -0.254
C -3.225 1.455 -1.094
C 1.025 -1.593 -0.720
C -4.438 0.938 -0.684
C -3.436 0.313 1.419
C 0.447 -3.600 0.544
C -0.826 1.929 -0.822
C -1.231 -2.379 -0.666
C 2.053 0.544 -1.764
C 3.288 -1.213 -0.456
C -2.225 0.828 0.997
C 2.665 1.782 0.289
C 1.386 -2.678 0.104
C 3.160 1.318 2.534
C -4.535 0.361 0.573
C 2.148 -0.751 -1.022
C -0.307 -1.465 -1.122
C 1.606 1.675 -0.798
C -2.104 1.394 -0.269
C -0.868 -3.442 0.164
H -3.122 1.910 -2.067
H 0.745 -4.423 1.174
H -5.301 0.977 -1.330
H -1.621 -4.137 0.497
H 3.867 0.497 2.401
H 2.585 1.179 3.446
H 1.327 0.475 -2.574
H -0.612 -0.665 -1.778
H 1.559 2.617 -1.357
H -1.387 0.803 1.678
H 4.266 -0.776 -0.521
H 0.233 0.691 0.432
H 3.025 0.814 -2.178
H 3.710 2.260 2.562
H -3.532 -0.128 2.399
*
```

3.
Molecular formula: C6H11N4O2
Method: DFT, the ωB97M-V functional and the def2-TZVPD basis

Results
LUMO energy = -0.1014 Ha
HOMO-LUMO gap = 9.3382 eV
largest force on an atom = 1.31 eV Å⁻¹
ΔE to the lowest compared entry with this formula, charge and spin = 2.356 eV
total energy = -16446.821 eV

Geometry as ORCA input:
```
! wB97M-V def2-TZVPD RIJCOSX def2/J DEFGRID3
* xyz 1 1
O 2.808 0.528 -0.402
O 0.738 1.667 -0.243
N -1.092 -1.314 -0.176
N -2.056 2.105 -0.061
N -1.414 0.893 -0.199
N 0.143 -0.649 -0.071
C -3.418 -0.508 -0.076
C 2.592 -0.768 0.125
C -0.102 0.665 -0.179
C 2.109 1.532 0.193
C -2.108 -0.345 -0.124
C 1.329 -1.394 -0.459
H 2.534 -0.731 1.222
H 3.461 -1.358 -0.171
H -3.849 -1.489 -0.045
H 2.558 2.480 -0.114
H -2.688 2.271 -0.841
H -1.189 -2.117 0.437
H -4.083 0.333 -0.056
H 1.403 -1.429 -1.552
H 1.205 -2.411 -0.082
H -1.387 2.866 0.027
H 2.095 1.441 1.293
*
```

4.
Molecular formula: C4H11N2
Method: DFT, the ωB97M-V functional and the def2-TZVPD basis

Results
LUMO energy = -0.1527 Ha
HOMO-LUMO gap = 10.9205 eV
largest force on an atom = 3.87 eV Å⁻¹
ΔE to the lowest compared entry with this formula, charge and spin = 4.895 eV
total energy = -7296.053 eV

Geometry as ORCA input:
```
! wB97M-V def2-TZVPD RIJCOSX def2/J DEFGRID3
* xyz 1 1
N 0.435 -0.035 -0.401
N 1.386 0.353 0.548
C -1.428 0.034 1.666
C 1.034 1.269 -0.538
C 0.738 -1.138 -1.225
C -1.443 0.282 0.202
H 0.397 2.052 -0.306
H 1.835 -1.066 -1.618
H 0.053 -1.069 -2.020
H -0.678 -0.776 1.789
H 1.747 1.428 -1.447
H 2.256 -0.099 0.324
H -1.682 1.242 -0.275
H -1.194 0.840 2.349
H 0.719 -2.158 -0.701
H -2.385 -0.490 1.963
H -1.790 -0.668 -0.310
*
```

5.
Molecular formula: H6O3
Method: DFT, the ωB97M-V functional and the def2-TZVPD basis

Results
LUMO energy (alpha / beta) = -0.1465 / -0.4447 Ha
⟨S²⟩ = 0.758
HOMO-LUMO gap (alpha / beta) = 15.1093 / 5.4467 eV
largest force on an atom = 2.18 eV Å⁻¹
ΔE to the lowest compared entry with this formula, charge and spin = 0.806 eV
total energy = -6228.184 eV

Geometry as ORCA input:
```
! wB97M-V def2-TZVPD RIJCOSX def2/J DEFGRID3
* xyz 1 2
O -0.982 -0.056 1.192
O 0.881 1.266 -0.382
O 0.002 -1.193 -0.967
H 1.767 1.606 -0.407
H -0.820 -0.166 2.122
H -0.825 -1.258 -1.538
H 0.780 0.316 -0.710
H -0.519 -1.050 -0.149
H -0.282 0.536 0.839
*
```

6.
Molecular formula: H2
Method: DFT, the ωB97M-V functional and the def2-TZVPD basis

Results
LUMO energy = -0.1295 Ha
HOMO-LUMO gap = 6.0090 eV
largest force on an atom = 1.82 eV Å⁻¹
ΔE to the lowest compared entry with this formula, charge and spin = 6.598 eV
total energy = -24.992 eV

Geometry as ORCA input:
```
! wB97M-V def2-TZVPD RIJCOSX def2/J DEFGRID3
* xyz 0 1
H 0.000 0.000 1.333
H 0.000 0.000 -1.333
*
```

7.
Molecular formula: C3H2N3S
Method: DFT, the ωB97M-V functional and the def2-TZVPD basis

Results
LUMO energy = -0.2765 Ha
HOMO-LUMO gap = 8.0880 eV
largest force on an atom = 4.41 eV Å⁻¹
ΔE to the lowest compared entry with this formula, charge and spin = 0.829 eV
total energy = -18437.942 eV

Geometry as ORCA input:
```
! wB97M-V def2-TZVPD RIJCOSX def2/J DEFGRID3
* xyz 1 1
S -0.063 -1.704 -0.073
N -3.705 0.742 -0.147
N -0.013 0.907 -0.109
N -2.787 0.222 0.116
C 1.473 -0.764 0.028
C -0.608 -0.167 -0.149
C 1.275 0.587 0.043
H 1.954 1.333 0.157
H 2.474 -1.156 0.133
*
```

8.
Molecular formula: C8H8N2O3
Method: DFT, the ωB97M-V functional and the def2-TZVPD basis

Results
LUMO energy (alpha / beta) = -0.0571 / -0.0568 Ha
HOMO-LUMO gap (alpha / beta) = 6.8707 / 6.8581 eV
largest force on an atom = 5.14 eV Å⁻¹
ΔE to the lowest compared entry with this formula, charge and spin = 6.009 eV
total energy = -17542.140 eV

Geometry as ORCA input:
```
! wB97M-V def2-TZVPD RIJCOSX def2/J DEFGRID3
* xyz 0 1
O 0.889 1.754 -0.415
O 1.233 -0.471 1.365
O 3.107 0.967 -1.155
N -3.226 -0.099 1.037
N 2.311 0.554 -0.328
C -2.407 -0.587 -1.188
C -3.341 -0.749 -0.177
C -1.394 0.359 -1.175
C 3.309 -1.410 0.258
C -1.283 0.965 0.083
C -0.054 1.695 0.377
C 2.128 -0.340 0.551
C -2.231 0.729 1.130
H 0.020 2.247 1.335
H 3.696 -1.130 -0.793
H 3.989 -1.249 1.182
H -2.634 -1.066 -2.158
H -0.586 0.439 -1.935
H -2.015 1.296 2.001
H -4.217 -1.495 -0.201
H 2.708 -2.408 0.206
*
```